DFT (ωB97M-V with the def2-TZVPD basis set) results for a 6-piece molecular cluster, C37H36I2N7O10 overall at a distorted geometry.

ORCA input file:
```
! wB97M-V def2-TZVPD RIJCOSX def2/J DEFGRID3
* xyz 1 1
C 1.0710 -1.7359 2.7500
C -0.4599 -1.9356 2.1237
I -0.5419 -2.0665 -0.0950
C -1.7048 -2.0255 2.9335
I -1.5185 -1.8139 5.1477
N -3.1093 -2.2493 2.4063
C -3.4931 -3.3769 1.6691
C -5.0672 -3.4018 1.2118
C -5.6475 -2.5295 2.5150
C -4.3855 -1.4329 2.5624
N -4.6665 -0.7476 3.8933
H 1.8212 -2.1844 1.9369
H 1.3323 -0.6074 2.9475
H 1.1628 -2.4283 3.6946
H -2.6048 -4.1240 1.5031
H -5.3398 -2.9893 0.1329
H -5.3745 -4.5196 1.4582
H -5.5837 -3.2689 3.4461
H -6.7185 -2.0547 2.4230
H -4.7016 -0.6833 1.7214
H -4.0125 0.0612 4.0379
H -4.6328 -1.4149 4.6956
C 3.3890 1.6416 -3.1613
C 2.6194 1.2971 -2.0490
C 2.9717 0.1942 -1.2686
C 4.1046 -0.5573 -1.6102
C 4.8745 -0.2183 -2.7307
C 4.5106 0.8851 -3.5052
N 4.4947 -1.7025 -0.7791
O 3.7771 -1.9819 0.1929
O 5.5211 -2.3217 -1.0942
H 3.1136 2.5057 -3.7635
H 1.7458 1.8907 -1.7882
H 2.3617 -0.0611 -0.4049
H 5.7533 -0.7958 -3.0101
H 5.1036 1.1582 -4.3752
C -3.7972 -4.9863 10.1020
C -5.1614 -4.7061 10.0097
C -5.6944 -4.2070 8.8197
C -4.8490 -3.9956 7.7218
C -3.4778 -4.2687 7.8142
C -2.9558 -4.7649 9.0104
N -5.4076 -3.4951 6.4601
O -6.6221 -3.2475 6.4241
O -4.6340 -3.3529 5.5023
H -3.3872 -5.3807 11.0302
H -5.8105 -4.8799 10.8653
H -6.7597 -3.9938 8.7638
H -2.8094 -4.1046 6.9715
H -1.8932 -4.9829 9.0911
C -4.2978 -7.2385 0.4767
C -3.3429 -6.6886 -0.3799
C -3.5263 -6.7478 -1.7627
C -4.6772 -7.3589 -2.2791
C -5.6338 -7.9187 -1.4217
C -5.4380 -7.8558 -0.0406
N -4.8882 -7.4018 -3.7311
O -4.0100 -6.9126 -4.4570
O -5.9338 -7.9208 -4.1476
H -4.1531 -7.1849 1.5544
H -2.4562 -6.2105 0.0309
H -2.7729 -6.3145 -2.4169
H -6.5291 -8.4003 -1.8091
H -6.1762 -8.2847 0.6334
C 6.9462 6.7912 -3.7684
C 5.8849 5.8848 -3.7885
C 6.0191 4.6647 -4.4539
C 7.2276 4.3593 -5.0949
C 8.2920 5.2706 -5.0829
C 8.1449 6.4888 -4.4166
N 7.3838 3.0676 -5.7745
O 6.4128 2.2964 -5.7791
O 8.4783 2.8206 -6.3008
H 6.8388 7.7389 -3.2435
H 4.9533 6.1283 -3.2822
H 5.1828 3.9691 -4.4603
H 9.2337 5.0485 -5.5805
H 8.9664 7.2017 -4.3990
C 1.4448 10.8569 -5.2317
C 1.1258 9.5193 -4.9922
C 1.9996 8.7114 -4.2621
C 3.1934 9.2569 -3.7703
C 3.5198 10.5973 -4.0159
C 2.6394 11.3947 -4.7498
N 4.1041 8.4196 -2.9804
O 3.7890 7.2337 -2.8010
O 5.1333 8.9470 -2.5348
H 0.7577 11.4844 -5.7967
H 0.1936 9.1070 -5.3723
H 1.7364 7.6710 -4.0839
H 4.4453 11.0323 -3.6445
H 2.8823 12.4373 -4.9432
*
```

M: 992.5 g mol⁻¹
E: -3161.69730 a.u.

Results of the Mulliken charge analysis, in e, for atoms 1 through 2:
1. C -0.724
2. C -0.035

***

DFT (ωB97M-V with the def2-TZVPD basis set) results for C47H55CsIN5O3P2Te as an isolated structure at a distorted geometry.

ORCA input file:
```
! wB97M-V def2-TZVPD RIJCOSX def2/J DEFGRID3
* xyz -2 1
Cs 1.2004 -2.7290 -0.5954
C -2.5562 -3.4778 1.5570
C -3.4615 -2.3117 1.1147
C -4.8763 -2.7913 0.8147
P -2.6171 -1.2236 -0.1634
C -2.6406 -2.1701 -1.7804
C -3.7568 -3.1861 -2.1143
C -2.5091 -1.1707 -2.9880
C -3.8602 0.0538 -0.3968
C -5.0026 -0.1326 -1.1912
C -5.8018 0.9493 -1.6188
C -6.9565 0.7497 -2.4833
C -5.3957 2.2273 -1.2796
C -4.3778 2.4492 -0.3288
C -3.6318 1.3505 0.1942
N -2.6529 1.4442 1.1432
C -2.6654 2.4609 2.0507
C -3.9065 3.0009 2.4690
C -3.9510 4.1666 3.1959
C -2.7591 4.7075 3.7963
C -2.8770 5.9390 4.6571
C -1.5302 4.1262 3.4823
C -1.4323 2.9653 2.6824
P 0.3549 2.5994 2.4761
C 0.7560 3.0208 0.6891
C 0.8073 4.5457 0.5049
C -0.1599 2.3749 -0.3308
C 0.6044 0.7917 2.7318
C 1.7724 0.5098 3.7311
C -0.6440 -0.0189 3.1904
H -2.9977 -3.9280 2.4758
H -1.5094 -3.1694 1.7848
H -2.4569 -4.2479 0.7504
H -3.4962 -1.6174 1.9698
H -4.8647 -3.8858 0.5037
H -5.4752 -2.1934 0.1098
H -5.4457 -2.7811 1.7605
H -1.7065 -2.7806 -1.8152
H -4.7312 -2.8048 -2.3581
H -3.8540 -3.9349 -1.2987
H -3.4700 -3.7599 -3.0066
H -3.2971 -1.4161 -3.7378
H -1.5272 -1.3415 -3.4787
H -2.5181 -0.1100 -2.6865
H -5.1784 -1.1552 -1.5379
H -6.6459 0.2386 -3.4193
H -7.5424 1.6839 -2.7301
H -7.6745 0.0530 -2.0508
H -5.9412 3.0511 -1.7487
H -4.1732 3.4302 0.1243
H -4.8052 2.5000 2.0775
H -4.9467 4.6250 3.4189
H -3.9258 6.0422 4.9625
H -2.5781 6.8586 4.1312
H -2.2821 5.7290 5.5489
H -0.6105 4.5579 3.8773
H 1.7760 2.6437 0.5176
H -0.1015 5.0777 0.7944
H 1.0689 4.6909 -0.5857
H 1.6714 4.9805 1.0998
H -1.1198 2.8978 -0.3709
H -0.3510 1.3022 -0.1852
H 0.3246 2.5376 -1.2724
H 0.8402 0.4689 1.7260
H 1.3780 0.6119 4.7740
H 2.6383 1.1510 3.5381
H 2.0113 -0.5231 3.5691
H -0.9604 0.2733 4.2154
H -0.3980 -1.0676 3.2528
H -1.4991 0.1601 2.5149
O 4.2569 -3.9506 -1.0274
C 4.5944 -2.8863 -1.5950
O 3.7741 -1.8655 -1.8782
H 5.7043 -2.8631 -1.8716
I 3.0608 -8.3607 -1.7163
C 1.7258 -6.9009 -2.4380
C 1.2243 -6.9557 -3.7932
C 0.3859 -5.9362 -4.2507
C 0.0642 -4.9616 -3.3295
N 0.3499 -4.9839 -2.0208
C 1.2219 -5.9552 -1.5861
H 1.5151 -7.7784 -4.4319
H 0.0354 -5.8577 -5.2434
H -0.5849 -4.1319 -3.6648
H 1.5310 -5.9491 -0.5352
Te 5.3372 -0.0274 -1.1518
C 6.5513 1.5620 -0.5356
C 5.9412 2.5768 0.2196
C 6.7671 3.4860 0.8791
C 8.1614 3.2834 0.8934
C 8.7620 2.2840 0.1430
C 7.9202 1.3937 -0.5864
C 4.5101 1.0356 -2.7623
C 5.2469 1.2273 -3.9134
C 4.8392 2.1899 -4.8297
C 3.7693 3.0104 -4.5113
C 2.9960 2.7575 -3.3890
C 3.3279 1.7120 -2.5407
H 4.8656 2.6713 0.2758
H 6.3555 4.2273 1.5950
H 8.8071 3.9595 1.4741
H 9.8571 2.1082 0.0527
H 8.3455 0.5458 -1.1075
H 6.1299 0.6519 -4.0905
H 5.3577 2.2453 -5.7975
H 3.5156 3.8672 -5.1522
H 2.0883 3.3177 -3.2542
H 2.6825 1.3900 -1.6988
O 0.6616 -4.4167 1.8769
N 1.5134 -3.7139 2.5055
C 1.5194 -3.9807 3.8257
C 2.5943 -3.3067 4.5338
N 3.5442 -2.7108 4.7726
C 0.5093 -4.7596 4.4461
N -0.4337 -5.3194 4.7844
*
```

energy relative to the best compared isomer or geometry (same formula, charge and spin): 0.0 kJ/mol
M: 1187.3 g mol⁻¹
E: -3591.92994 a.u.

Results of the Mulliken charge analysis, in e, for atoms 1 through 2:
1. Cs 1.161
2. C -1.198

***

DFT (ωB97M-V with the def2-TZVPD basis set) results for CH6OSi as an isolated structure at a distorted geometry.

ORCA input file:
```
! wB97M-V def2-TZVPD RIJCOSX def2/J DEFGRID3
* xyz 0 1
C -0.0976 -1.0211 0.9538
O -0.1175 0.2844 0.5725
Si -0.4252 1.0448 -0.7941
H 0.2507 -1.1549 2.0877
H 0.2682 -1.7032 0.3079
H -1.4668 -1.1876 1.0938
H -0.0851 2.5686 -0.5486
H -1.9502 0.9871 -1.1744
H -0.0282 0.4131 -2.0233
*
```

energy relative to the best compared isomer or geometry (same formula, charge and spin): 227.1 kJ/mol
M: 62.1 g mol⁻¹
E: -406.36085 a.u.

Results of the Mulliken charge analysis, in e, for atoms 1 through 2:
1. C -0.540
2. O -0.120

***

DFT (ωB97M-V with the def2-TZVPD basis set) results for C9H19InNO as an isolated structure at a distorted geometry.

ORCA input file:
```
! wB97M-V def2-TZVPD RIJCOSX def2/J DEFGRID3
* xyz 3 1
In -11.0887 -6.7101 -26.1220
C -13.2207 -2.5549 -27.9188
C -12.9834 -3.1815 -29.3208
C -11.9857 -2.1929 -29.9401
C -11.2434 -2.7901 -31.2275
C -10.5379 -4.2057 -30.9585
C -11.5071 -5.1624 -30.3006
N -12.3731 -4.5566 -29.2077
O -12.9513 -5.4154 -28.2855
C -12.5949 -5.7325 -31.3352
C -10.6083 -6.3138 -29.7974
C -14.2546 -3.0906 -30.2077
H -12.3289 -2.6344 -27.2972
H -14.0094 -3.0892 -27.3891
H -13.6042 -1.5420 -28.0413
H -12.6031 -1.4819 -30.4891
H -11.2849 -1.6095 -29.3430
H -10.4473 -2.1179 -31.5476
H -11.9366 -2.8832 -32.0635
H -9.6418 -4.0318 -30.3629
H -10.2060 -4.5134 -31.9502
H -13.4872 -6.2046 -30.9240
H -12.8766 -4.9159 -32.0000
H -12.1852 -6.5106 -31.9793
H -10.0810 -6.0769 -28.8733
H -11.1700 -7.2207 -29.5737
H -9.7784 -6.5565 -30.4611
H -14.0607 -3.1504 -31.2787
H -14.8615 -2.2003 -30.0432
H -14.9783 -3.8698 -29.9684
H -13.6142 -5.8898 -28.7926
*
```

energy relative to the best compared isomer or geometry (same formula, charge and spin): 88.5 kJ/mol
M: 272.1 g mol⁻¹
E: -673.06873 a.u.

Results of the Mulliken charge analysis, in e, for atoms 1 through 2:
1. In 1.005
2. C -1.598

***

HOMO energy for the records above, in order: -10.931, -1.551, -9.991, -22.067 eV
Gap between HOMO and LUMO for the records above, in order: 6.4, 4.5, 10.8, 5.1 eV